Entry 1:
Entry from the Open Molecules 2025 dataset: an isolated molecule of C3HN5 at a distorted geometry (wB97M-V/def2-TZVPD).

Output
SMILES string: N#Cc1cnnnn1
Max |F| in eV/A: 3.73

Each line ends with the Mulliken charge.
Geometry (Å):
C (-0.2308, 1.7757, 0.8008)  0.085
C (0.0133, 0.4584, 0.3235)  0.679
C (-1.0546, -0.3896, 0.0692)  -0.040
H (-2.0123, -0.0373, 0.4050)  0.431
N (-0.5213, 2.8563, 1.1438)  -0.348
N (-0.9243, -1.4530, -0.6572)  -0.255
N (0.3280, -1.9011, -0.8979)  -0.158
N (1.3562, -1.1445, -0.5475)  -0.319
N (1.1392, 0.0666, -0.1220)  -0.074

Forces on atoms 1 to 2 (eV/Å):
C -0.443 3.253 1.047
C -1.671 -0.876 -0.628

Entry 2:
Entry from the Open Molecules 2025 dataset: a cluster of 7 separate species, C37H88BrFN3O9PS2 in total at a distorted geometry (wB97M-V/def2-TZVPD).

Output
SMILES string: CCN[C@](S)(CCCCO)O[C@@](CC(=O)N(C)C)(P(C)C)[C@](S)([C@@H](C)F)N(Br)CC.CC(C)O.CC(C)O.CC(C)O.CC(C)O.CC(C)O.CC(C)O
Max |F| in eV/A: 3.10

Each line ends with the Mulliken charge.
Geometry (Å):
C (2.4110, -3.5221, 0.1640)  -1.179
C (0.9853, -4.0672, -0.0912)  -0.583
N (0.1660, -2.9441, -0.4577)  0.711
C (-1.0533, -3.1190, -1.2188)  0.311
S (-1.8556, -4.6721, -0.5744)  -0.344
C (-0.6707, -3.5666, -2.6694)  -2.019
C (0.4390, -2.7109, -3.2910)  0.138
C (1.7306, -3.4724, -3.6460)  -0.864
C (2.7399, -2.4361, -4.1607)  -0.071
O (3.8263, -2.3071, -3.2277)  -0.589
O (-1.8449, -1.9935, -1.4357)  0.314
C (-2.7383, -1.2780, -0.5986)  0.726
C (-4.1128, -1.2613, -1.3860)  -1.627
C (-4.5523, -2.5329, -2.0961)  -0.463
O (-3.8840, -3.4078, -2.5231)  -0.382
N (-6.0006, -2.5715, -2.4059)  -0.007
C (-6.8288, -2.8154, -1.2416)  -0.904
C (-6.4192, -1.3789, -3.1189)  -0.923
P (-3.1073, -1.9253, 1.1452)  0.456
C (-3.7188, -0.6387, 2.3025)  -1.247
C (-4.4302, -3.2038, 1.1799)  -1.370
C (-2.2463, 0.2489, -0.5511)  0.328
S (-3.7176, 1.4215, -0.3475)  -0.299
C (-1.5933, 0.6912, -1.8953)  -0.395
C (-0.0839, 0.5456, -2.0050)  -1.248
F (-2.1869, 0.1440, -3.0308)  -0.462
N (-1.4503, 0.6599, 0.5926)  0.062
Br (-0.0976, -0.4000, 1.2526)  0.017
C (-1.1089, 2.0851, 0.7446)  -1.167
C (-1.7248, 2.7284, 1.9880)  -1.070
H (2.7158, -2.9449, -0.7079)  0.017
H (2.4288, -2.9139, 1.0591)  0.221
H (3.0754, -4.3756, 0.2463)  0.557
H (1.1103, -4.8601, -0.8327)  0.270
H (0.7127, -4.5370, 0.8528)  0.494
H (0.6835, -2.1167, -0.6994)  -0.311
H (-1.7475, -4.4432, 0.7488)  0.088
H (-0.3871, -4.6116, -2.6810)  0.941
H (-1.5383, -3.5115, -3.3169)  0.623
H (0.0783, -2.3212, -4.2401)  0.595
H (0.7387, -1.8464, -2.7083)  -0.511
H (2.1254, -3.9930, -2.7826)  0.359
H (1.4874, -4.1283, -4.4781)  0.291
H (2.2713, -1.4614, -4.2283)  -0.136
H (3.0975, -2.6799, -5.1588)  0.378
H (3.9668, -1.3553, -3.1253)  0.217
H (-4.0979, -0.5345, -2.1858)  1.050
H (-4.8921, -1.0393, -0.6729)  0.650
H (-7.8436, -2.9885, -1.5966)  0.393
H (-6.5430, -3.7100, -0.7110)  0.272
H (-6.8991, -1.9531, -0.5639)  0.286
H (-5.7079, -1.1863, -3.9184)  0.342
H (-7.3949, -1.5168, -3.5709)  0.365
H (-6.4596, -0.4677, -2.5014)  0.260
H (-2.9192, 0.0012, 2.6428)  0.272
H (-4.5517, -0.0500, 1.9259)  0.380
H (-4.1073, -1.1742, 3.1648)  0.524
H (-4.2928, -3.7510, 2.1043)  0.505
H (-4.4352, -3.8826, 0.3409)  0.378
H (-5.4031, -2.7208, 1.2757)  0.403
H (-4.1665, 1.4796, -1.6143)  0.174
H (-1.7806, 1.7545, -1.9866)  1.122
H (0.3368, -0.3083, -1.4961)  -0.164
H (0.1979, 0.4676, -3.0486)  0.356
H (0.3862, 1.4502, -1.6311)  0.458
H (-1.2616, 2.7229, -0.1187)  0.354
H (-0.0405, 2.1302, 0.9313)  0.572
H (-2.7854, 2.5297, 2.0611)  0.221
H (-1.1913, 2.3943, 2.8700)  0.300
H (-1.5627, 3.8014, 1.9191)  0.422
C (-4.6715, 4.7210, 6.3740)  -1.281
C (-3.6310, 4.4876, 5.2902)  0.496
C (-2.9745, 5.7930, 4.8658)  -1.151
O (-4.2355, 3.8621, 4.1578)  -0.487
H (-5.4683, 5.3758, 6.0106)  0.354
H (-5.1383, 3.7789, 6.6645)  0.343
H (-4.2281, 5.1784, 7.2593)  0.251
H (-2.8693, 3.7971, 5.6556)  0.247
H (-3.7184, 6.4808, 4.4537)  0.344
H (-2.2340, 5.6131, 4.0850)  0.266
H (-2.4810, 6.2805, 5.7088)  0.286
H (-4.9140, 4.4570, 3.8176)  0.326
C (2.1178, -5.4882, 5.3707)  -1.435
C (1.3630, -4.7607, 4.2683)  0.568
C (-0.0643, -4.4435, 4.6894)  -1.148
O (1.3514, -5.5540, 3.0828)  -0.494
H (1.6335, -6.4408, 5.6034)  0.361
H (3.1362, -5.7136, 5.0522)  0.342
H (2.1617, -4.8902, 6.2824)  0.377
H (1.8840, -3.8356, 4.0168)  0.249
H (-0.6157, -5.3643, 4.9008)  0.337
H (-0.5937, -3.9267, 3.8866)  0.148
H (-0.0845, -3.8150, 5.5813)  0.389
H (0.8950, -6.3805, 3.2799)  0.315
C (4.8757, -0.1735, -0.5376)  -1.186
C (5.3195, 0.0829, -1.9694)  0.810
C (6.5651, 0.9496, -2.0292)  -1.723
O (4.2555, 0.7090, -2.6962)  -0.485
H (4.6271, 0.7651, -0.0334)  0.345
H (3.9763, -0.7923, -0.5284)  0.082
H (5.6539, -0.6793, 0.0354)  0.396
H (5.5170, -0.8702, -2.4650)  0.326
H (6.3764, 1.9293, -1.5769)  0.452
H (6.8583, 1.1210, -3.0601)  0.335
H (7.3978, 0.4796, -1.5058)  0.375
H (4.0683, 1.5537, -2.2704)  0.292
C (1.0497, 1.3707, -6.8041)  -1.444
C (2.2634, 1.3678, -5.8869)  1.206
C (3.1815, 2.5452, -6.1748)  -1.484
O (2.9828, 0.1446, -6.0391)  -0.399
H (1.3583, 1.2857, -7.8499)  0.375
H (0.4047, 0.5179, -6.5877)  0.309
H (0.4674, 2.2861, -6.6880)  0.400
H (1.9363, 1.4067, -4.8464)  -0.208
H (3.5570, 2.4973, -7.2010)  0.373
H (4.0472, 2.5237, -5.5116)  0.309
H (2.6619, 3.4954, -6.0401)  0.382
H (3.2850, 0.0875, -6.9532)  0.271
C (8.4311, -2.4424, -4.6062)  -1.372
C (7.9729, -1.0652, -5.0602)  0.824
C (8.4256, -0.7711, -6.4822)  -1.493
O (8.4818, -0.0675, -4.1724)  -0.473
H (9.5232, -2.5055, -4.6136)  0.380
H (8.1034, -2.6369, -3.5843)  0.316
H (8.0341, -3.2254, -5.2535)  0.382
H (6.8846, -1.0046, -5.0030)  0.078
H (9.5172, -0.7826, -6.5480)  0.358
H (8.0942, 0.2210, -6.7913)  0.359
H (8.0285, -1.5060, -7.1840)  0.374
H (9.4452, -0.1015, -4.2066)  0.295
C (-2.3318, 7.4606, 9.3994)  -1.281
C (-3.5515, 7.9628, 8.6414)  0.684
C (-3.8469, 9.4183, 8.9698)  -1.429
O (-4.6849, 7.1543, 8.9561)  -0.536
H (-2.5000, 7.5168, 10.4783)  0.369
H (-2.1350, 6.4150, 9.1581)  0.333
H (-1.4445, 8.0472, 9.1562)  0.370
H (-3.3846, 7.8567, 7.5681)  0.106
H (-4.0621, 9.5354, 10.0355)  0.354
H (-4.7258, 9.7623, 8.4237)  0.353
H (-3.0036, 10.0616, 8.7141)  0.365
H (-4.8531, 7.2328, 9.9025)  0.335

Forces on atoms 1 to 2 (eV/Å):
C -0.750 -0.462 -0.621
C 1.752 0.320 0.535

Number 1: gap between HOMO and LUMO 8.97 eV, total energy -388.56660 hartree. Number 2: gap between HOMO and LUMO 7.65 eV, total energy -6115.40429 hartree.